Record 1
Density functional theory data (ωB97M-V/def2-TZVPD) for a molecular structure, C6H7NO.

```
15
C6H7NO ωB97M-V/def2-TZVPD
C 0.084 -0.031 0.303
C 1.349 -0.960 0.400
C -0.998 -0.656 -0.584
C -2.201 -0.649 -1.242
C 0.377 1.328 -0.200
C 0.434 2.449 -0.648
H -0.354 0.604 2.200
H -1.777 0.265 1.541
H 2.038 -0.774 1.176
H 0.613 -1.855 0.631
H 1.137 -0.843 -1.748
H -3.248 -0.957 -1.476
H 1.194 3.286 -0.861
N -0.700 -0.139 1.465
O 2.053 -1.068 -0.958
```

Calculated values
Energy (eV): -9864.07743
F_max (eV/A): 10.37
Relative energy (zero: lowest compared OMol25 entry of this formula, charge and spin) (kcal per mole): 197.87
HOMO-LUMO gap (eV): 10.14


Record 2
Density functional theory data (ωB97M-V/def2-TZVPD) for a single C6H7NO molecule.

```
15
C6H7NO ωB97M-V/def2-TZVPD
O -2.332 -1.078 0.041
C -1.237 -0.189 -0.061
C -1.232 1.203 -0.074
C 0.046 1.715 0.144
N 0.871 0.610 -0.081
C 0.109 -0.465 -0.092
C 1.377 -1.340 0.042
C 2.210 -0.086 -0.042
H -1.954 -1.960 0.148
H -2.118 1.984 -0.052
H 0.302 2.839 0.138
H 1.492 -2.212 -0.721
H 1.510 -1.728 1.182
H 2.951 0.088 -0.842
H 2.735 0.315 0.880
```

Calculated values
Energy (eV): -9869.69892
F_max (eV/A): 4.72
Relative energy (zero: lowest compared OMol25 entry of this formula, charge and spin) (kcal per mole): 68.23
HOMO-LUMO gap (eV): 8.50
SMILES: Oc1ccn2c1CC2


Record 3
Density functional theory data (ωB97M-V/def2-TZVPD) for 2 unconnected molecules or ions with the total composition C6H7NO.

```
15
C6H7NO ωB97M-V/def2-TZVPD
C 0.230 -1.656 1.119
C -0.308 1.387 0.137
C -0.973 1.099 -1.009
C -0.638 -0.132 -1.589
C 0.363 1.970 1.082
O -0.526 -0.711 0.427
C 0.693 -0.599 -1.757
N 1.763 -1.004 -1.919
H -1.943 1.537 -1.204
H -1.373 -0.636 -2.209
H 1.042 -2.053 0.486
H 0.726 -1.163 1.970
H -0.375 -2.486 1.508
H 0.908 2.885 0.875
H 0.411 1.561 2.083
```

Calculated values
Energy (eV): -9867.46900
F_max (eV/A): 0.88
Relative energy (zero: lowest compared OMol25 entry of this formula, charge and spin) (kcal per mole): 119.66
HOMO-LUMO gap (eV): 8.18


Record 4
Density functional theory data (ωB97M-V/def2-TZVPD) for 2 unconnected molecules or ions with the total composition C6H7NO.

```
15
C6H7NO ωB97M-V/def2-TZVPD
C 2.122 1.717 0.627
C 1.555 0.926 -0.075
C 0.810 0.019 -0.944
O -0.307 0.656 -1.530
C 0.460 -1.245 -0.188
C -0.676 -1.899 -0.332
H 2.638 2.385 1.250
H 1.462 -0.245 -1.792
H -0.942 0.831 -0.822
H 1.239 -1.597 0.474
H -1.447 -1.557 -1.006
H -0.880 -2.804 0.214
C -2.031 0.949 1.362
N -1.097 0.446 1.773
H -2.906 1.420 0.989
```

Calculated values
Energy (eV): -9869.15839
F_max (eV/A): 0.92
Relative energy (zero: lowest compared OMol25 entry of this formula, charge and spin) (kcal per mole): 80.70
HOMO-LUMO gap (eV): 10.60
SMILES: C#C[C@H](O)C=C.C#N


Record 5
Density functional theory data (ωB97M-V/def2-TZVPD) for a single C6H7NO2 molecule.

```
16
C6H7NO2 ωB97M-V/def2-TZVPD
C -1.118 0.049 0.764
C -1.731 1.001 0.011
C -1.100 -1.194 0.025
C 0.212 0.451 1.245
C 0.602 1.055 -1.035
C 0.398 -1.383 -0.241
N 1.032 0.083 -0.024
O -2.631 1.614 -0.374
O -2.008 -1.877 -0.324
H 0.272 1.532 1.300
H 0.672 -0.063 2.105
H 0.490 0.530 -1.998
H 1.208 1.865 -1.055
H 0.791 -1.958 0.604
H 0.872 -1.721 -1.116
H 2.039 0.014 0.113
```

Calculated values
Energy (eV): -11915.44363
F_max (eV/A): 3.81
Relative energy (zero: lowest compared OMol25 entry of this formula, charge and spin) (kcal per mole): 115.02
HOMO-LUMO gap (eV): 7.57


Record 6
Density functional theory data (ωB97M-V/def2-TZVPD) for 2 unconnected molecules or ions with the total composition C6H7NO2.

```
16
C6H7NO2 ωB97M-V/def2-TZVPD
C -1.712 -2.282 3.245
C -2.545 -1.592 2.705
C -3.556 -0.761 2.039
C -3.065 -0.145 0.802
C -2.687 0.323 -0.247
C -2.193 0.844 -1.524
N -0.860 1.300 -1.465
O -2.695 0.495 -2.590
H -0.994 -2.899 3.756
H -3.899 0.030 2.724
H -4.442 -1.372 1.804
H -0.145 0.618 -1.698
H -0.552 1.908 -0.715
O -2.626 3.350 -2.229
H -1.588 3.117 -2.028
H -2.986 3.639 -1.385
```

Calculated values
Energy (eV): -11915.90373
F_max (eV/A): 4.15
Relative energy (zero: lowest compared OMol25 entry of this formula, charge and spin) (kcal per mole): 104.41
HOMO-LUMO gap (eV): 10.30
SMILES: C#CCC#CC(N)=O.O


Record 7
Density functional theory data (ωB97M-V/def2-TZVPD) for a single C6H7NO2 molecule.

```
16
C6H7NO2 ωB97M-V/def2-TZVPD
N 3.740 -0.683 -0.226
C 2.631 -0.228 -0.303
C 1.381 0.167 -0.486
C 0.220 0.816 0.310
C -1.294 1.054 0.014
O -2.064 0.313 -0.827
C -1.901 -1.010 -0.537
O -1.286 -1.141 0.756
C -0.814 0.102 1.119
H 4.652 -0.236 -0.188
H 1.040 -0.090 -1.378
H 0.517 1.675 0.890
H -1.600 2.059 0.189
H -1.253 -1.575 -1.158
H -2.825 -1.682 -0.347
H -1.142 0.459 2.172
```

Calculated values
Energy (eV): -11915.71239
F_max (eV/A): 4.53
Relative energy (zero: lowest compared OMol25 entry of this formula, charge and spin) (kcal per mole): 108.82
HOMO-LUMO gap (eV): 9.19
SMILES: N=C=C[C@H]1[C@H]2OCO[C@@H]12


Record 8
Density functional theory data (ωB97M-V/def2-TZVPD) for 2 unconnected molecules or ions with the total composition C6H7NOS.

```
16
C6H7NOS ωB97M-V/def2-TZVPD
C 2.007 -0.138 -0.034
C 1.414 0.253 1.153
C 1.185 -0.736 -0.992
C 0.042 -0.075 1.364
C -0.169 -1.084 -0.790
C -0.753 -0.696 0.434
N -1.526 2.348 -0.500
O -2.934 -1.552 -0.589
S -2.525 -0.775 0.547
H 2.940 0.410 -0.166
H 2.002 0.789 1.955
H 1.464 -0.920 -2.058
H -0.310 0.168 2.370
H -0.675 -1.843 -1.495
H -0.598 2.463 -0.264
H -1.566 1.389 -0.935
```

Calculated values
Energy (eV): -20704.17944
F_max (eV/A): 3.52
Relative energy (zero: lowest compared OMol25 entry of this formula, charge and spin) (kcal per mole): 72.46
HOMO-LUMO gap (alpha / beta) (eV): 8.46 / 7.80


Record 9
Density functional theory data (ωB97M-V/def2-TZVPD) for a single C6H7NOS2 molecule.

```
17
C6H7NOS2 ωB97M-V/def2-TZVPD
C -2.597 -0.442 -1.171
C -1.647 -0.449 0.021
O -0.350 -0.221 -0.709
C 0.734 -0.370 0.070
C 1.025 0.934 1.171
C 2.125 1.606 0.818
S 3.184 1.410 -0.604
N 3.167 -0.278 -0.546
C 2.037 -0.818 -0.357
S 1.341 -2.105 0.600
H -3.538 -0.669 -0.706
H -2.734 0.438 -1.589
H -2.342 -1.162 -1.824
H -1.730 -1.323 0.620
H -1.670 0.344 0.670
H 0.483 0.731 2.050
H 2.512 2.372 1.487
```

Calculated values
Energy (eV): -31538.88251
F_max (eV/A): 5.88
Relative energy (zero: lowest compared OMol25 entry of this formula, charge and spin) (kcal per mole): 84.67
HOMO-LUMO gap (eV): 8.48
SMILES: CCO[C@]12C=CSN=C1S2


Record 10
Density functional theory data (ωB97M-V/def2-TZVPD) for a gas-phase ion, C6H7O3P (charge -2).

```
17
C6H7O3P ωB97M-V/def2-TZVPD
C 0.811 -1.221 0.925
C 1.379 -1.497 -0.270
C 0.067 -0.030 0.878
C 0.140 0.480 -0.664
C 1.167 -0.367 -1.254
C -0.543 1.611 -1.286
O -1.291 -1.099 2.977
O -1.522 1.410 2.584
O -2.491 -0.241 0.863
P -1.412 0.077 1.945
H 0.776 -1.927 1.721
H 1.854 -2.378 -0.459
H 2.068 0.321 -1.383
H 1.017 -0.627 -2.288
H -0.153 2.474 -0.838
H -1.537 1.497 -1.006
H -0.330 1.516 -2.446
```

Calculated values
Energy (eV): -21763.61299
F_max (eV/A): 3.84
Charge: -2
Spin multiplicity: 3
HOMO-LUMO gap (alpha / beta) (eV): 4.69 / 5.38


Record 11
Density functional theory data (ωB97M-V/def2-TZVPD) for a single C6H7P molecule.

```
14
C6H7P ωB97M-V/def2-TZVPD
C 1.598 -1.351 -0.079
C 0.201 -1.116 -0.152
C 2.538 -0.392 0.083
C -2.387 1.642 -0.066
C -1.790 0.419 -0.088
C -0.391 0.085 0.196
P 2.351 1.285 -0.110
H 2.014 -2.446 -0.037
H -0.547 -1.764 -0.474
H 3.558 -0.842 0.447
H -3.387 1.853 -0.131
H -1.727 2.479 0.006
H -2.280 -0.550 -0.347
H 0.249 0.695 0.752
```

Calculated values
Energy (eV): -15619.50621
F_max (eV/A): 4.00
Relative energy (zero: lowest compared OMol25 entry of this formula, charge and spin) (kcal per mole): 97.08
HOMO-LUMO gap (alpha / beta) (eV): 6.57 / 6.53


Record 12
Density functional theory data (ωB97M-V/def2-TZVPD) for a single C6H7P molecule.

```
14
C6H7P ωB97M-V/def2-TZVPD
C -2.059 1.270 -2.306
P -2.782 0.005 -1.617
C -1.599 -0.280 -0.255
C -0.329 -0.184 0.163
C 0.843 0.331 -0.678
C -0.064 -0.787 1.444
C 1.185 -0.886 1.906
H -1.570 2.227 -2.245
H 0.660 0.426 -1.692
H 1.844 -0.206 -0.663
H 1.254 1.234 -0.363
H -0.891 -1.306 2.078
H 1.490 -1.365 2.837
H 2.019 -0.479 1.392
```

Calculated values
Energy (eV): -15617.44859
F_max (eV/A): 2.92
Relative energy (zero: lowest compared OMol25 entry of this formula, charge and spin) (kcal per mole): 144.53
HOMO-LUMO gap (alpha / beta) (eV): 7.96 / 8.02
SMILES: C#P=C=C(C)C=C


Record 13
Density functional theory data (ωB97M-V/def2-TZVPD) for a single C6H8 molecule.

```
14
C6H8 ωB97M-V/def2-TZVPD
C 1.014 0.881 1.597
C 0.827 0.080 0.376
C 1.036 -1.197 -0.067
C 0.578 -1.061 -1.490
C -0.187 0.059 -0.614
C -1.658 0.107 -0.400
H 1.325 0.239 2.418
H 0.091 1.393 1.865
H 1.787 1.632 1.434
H 1.296 -0.640 -2.178
H -0.012 -1.860 -1.928
H -2.185 0.151 -1.350
H -1.907 0.989 0.188
H -2.004 -0.773 0.149
```

Calculated values
Energy (eV): -6347.67747
F_max (eV/A): 2.88
Relative energy (zero: lowest compared OMol25 entry of this formula, charge and spin) (kcal per mole): 71.63
HOMO-LUMO gap (eV): 9.06
SMILES: CC1=C2C[C@]12C


Record 14
Density functional theory data (ωB97M-V/def2-TZVPD) for 2 unconnected molecules or ions with the total composition C6H8.

```
14
C6H8 ωB97M-V/def2-TZVPD
C -1.871 0.373 0.241
C -0.982 -0.338 -0.447
C 0.101 0.396 -1.110
C 0.983 1.166 -0.481
H -1.618 1.388 0.534
H -2.866 0.011 0.449
H -1.211 -1.350 -0.789
H 0.084 0.297 -2.190
H 0.886 1.378 0.583
H 1.791 1.662 -1.002
C 1.630 -0.883 0.887
C 0.586 -1.447 1.072
H 2.622 -0.519 0.836
H -0.135 -2.135 1.415
```

Calculated values
Energy (eV): -6346.96652
F_max (eV/A): 1.59
Relative energy (zero: lowest compared OMol25 entry of this formula, charge and spin) (kcal per mole): 88.03
HOMO-LUMO gap (eV): 10.02
SMILES: C=CC=C.C#C


Record 15
Density functional theory data (ωB97M-V/def2-TZVPD) for a single C6H8 molecule.

```
14
C6H8 ωB97M-V/def2-TZVPD
C 1.626 -1.282 0.074
C 1.541 -0.129 -0.678
C 0.290 0.397 0.014
C 0.241 1.121 1.143
C -0.971 -0.068 -0.636
C -2.197 0.155 -0.191
H 2.034 -1.213 1.071
H 1.505 -2.245 -0.427
H 1.622 -0.041 -1.755
H -0.612 1.756 1.332
H 1.173 1.381 1.627
H -0.808 -0.318 -1.683
H -3.121 -0.106 -0.687
H -2.323 0.589 0.795
```

Calculated values
Energy (eV): -6346.76765
F_max (eV/A): 3.15
Relative energy (zero: lowest compared OMol25 entry of this formula, charge and spin) (kcal per mole): 92.62
HOMO-LUMO gap (eV): 8.01
SMILES: C=CC(=C)C=C


Record 16
Density functional theory data (ωB97M-V/def2-TZVPD) for a single C6H8 molecule.

```
14
C6H8 ωB97M-V/def2-TZVPD
C -0.326 -1.285 -0.806
C -0.794 0.528 -0.814
C -0.856 0.941 0.670
C 0.530 0.746 1.244
C 1.345 0.231 0.326
C 0.580 -0.060 -0.938
H -0.207 -1.835 0.126
H -0.384 -1.896 -1.706
H -1.403 -0.792 -0.845
H -1.642 0.416 1.229
H -1.152 2.000 0.682
H 0.802 0.991 2.267
H 2.399 0.006 0.453
H 1.110 0.009 -1.888
```

Calculated values
Energy (eV): -6347.38895
F_max (eV/A): 0.26
Relative energy (zero: lowest compared OMol25 entry of this formula, charge and spin) (kcal per mole): 78.29
HOMO-LUMO gap (eV): 9.20